Formula: C19H35BNNaO11
Source: the Open Molecules 2025 dataset
Level of theory: ωB97M-V with the def2-TZVPD basis set

Gap between HOMO and LUMO, eV: 9.0
ΔE to the lowest compared entry with this formula, charge and spin, kJ/mol: 114.63

Positions of all 68 atoms, in Å:
Na  0.45732  -0.28062  -0.25864
O  0.09383  -5.78530  3.42039
C  -0.55242  -4.86602  3.03857
O  -1.15334  -4.77816  1.84511
B  -1.58573  -3.38205  1.58505
O  -1.23878  -2.66667  2.82899
C  -0.68954  -3.45557  3.69215
O  -0.14725  -3.13274  4.72495
O  -2.98733  -3.24937  1.22241
C  -3.06880  -2.76663  -0.02416
O  -4.03974  -2.49641  -0.65091
C  -1.63403  -2.57474  -0.50668
O  -0.82598  -2.76361  0.49769
O  -1.31026  -2.11429  -1.57310
C  2.68847  -1.75795  2.80433
C  3.10597  -1.36955  1.39590
C  4.55646  -1.77517  1.14665
O  2.32014  -2.08492  0.44702
H  2.71505  -2.84332  2.93985
H  1.70152  -1.39789  3.11226
H  3.31103  -1.36592  3.61466
H  3.01004  -0.27932  1.36888
H  4.77650  -2.83478  1.26422
H  5.22333  -1.21042  1.80898
H  4.85762  -1.49428  0.13435
H  2.09575  -2.97829  0.72428
C  1.69945  -1.44353  -4.41793
C  2.16344  -0.89262  -3.09321
C  3.49989  -0.16791  -3.23252
O  1.19008  0.10869  -2.71659
H  1.55055  -0.57434  -5.06819
H  0.73767  -1.95005  -4.35936
H  2.42614  -2.08246  -4.92232
H  2.27677  -1.69522  -2.36391
H  3.39401  0.56733  -4.04499
H  4.43174  -0.72058  -3.32925
H  3.71120  0.57301  -2.44803
H  1.22774  0.84930  -3.32760
C  -3.71194  2.25151  -0.51408
C  -2.26693  1.93360  -0.97709
C  -1.71127  3.22007  -1.64492
C  -1.38389  4.29070  -0.64385
C  -0.34238  3.74550  0.32152
C  -0.88110  2.49780  1.09759
N  -1.37194  1.51860  0.13537
O  -1.86979  0.33151  0.77681
C  0.32289  1.91196  1.83308
C  -1.85348  2.94693  2.21899
C  -2.40177  0.79186  -1.98325
H  -3.80488  2.89775  0.35647
H  -4.22347  1.31044  -0.27377
H  -4.37392  2.62306  -1.29830
H  -0.85161  2.86474  -2.22417
H  -2.45705  3.50885  -2.38622
H  -2.24210  4.61455  -0.04450
H  -1.09091  5.22548  -1.12810
H  -0.08349  4.49170  1.07015
H  0.51383  3.37507  -0.24467
H  0.17403  0.92677  2.28024
H  1.10945  1.78749  1.07061
H  0.74761  2.56950  2.58818
H  -2.75237  3.41848  1.82446
H  -2.06077  2.16750  2.95375
H  -1.34667  3.72186  2.79746
H  -2.78690  -0.09181  -1.47674
H  -1.41947  0.42261  -2.29525
H  -3.02305  1.11346  -2.81302
H  -2.54519  0.74485  1.34393



Formula: C19H35Br4Cl9O3
Source: the Open Molecules 2025 dataset
Level of theory: ωB97M-V with the def2-TZVPD basis set

Gap between HOMO and LUMO, eV: 9.9
Structure (SMILES): ClC(Cl)Cl.ClC(Cl)Cl.ClC(Cl)Cl.C1CCOC1.C1CCOC1.C1CCOC1.BrCCBr.BrCCBr
ΔE to the lowest compared entry with this formula, charge and spin, kJ/mol: 0.00

Positions of all 70 atoms, in Å:
Cl  0.94352  -2.21394  4.97549
C  0.79124  -1.15289  3.57842
Cl  2.00840  -1.51738  2.36374
Cl  1.07327  0.54249  4.15922
H  -0.23761  -1.25913  3.23450
Cl  -2.25150  -1.42191  -5.52877
C  -0.97327  -0.14726  -5.31654
Cl  -1.72932  1.36036  -4.76733
Cl  -0.23012  0.10618  -6.85843
H  -0.22633  -0.60399  -4.66725
Cl  -4.70873  -1.49726  -3.22850
C  -4.81441  -3.21496  -2.63265
Cl  -3.13987  -3.74031  -2.39946
Cl  -5.72311  -4.19501  -3.86563
H  -5.27120  -3.25141  -1.64365
C  2.55922  3.68404  0.97502
C  1.06449  3.27027  0.70524
C  0.30850  4.56486  0.59140
O  1.45356  5.40214  0.14690
C  2.73346  4.78273  0.01947
H  3.34608  2.93863  0.85962
H  2.68610  4.09767  1.97548
H  0.76097  2.58645  1.49794
H  0.99725  2.64016  -0.18164
H  -0.06773  4.94250  1.54216
H  -0.54796  4.48403  -0.07796
H  3.60909  5.40754  0.19557
H  2.77202  4.34520  -0.97810
C  -3.03669  0.27255  5.02923
C  -2.96439  0.17341  3.50406
C  -3.04836  -1.34249  3.39035
O  -2.40452  -1.89508  4.53017
C  -2.24521  -0.92071  5.53800
H  -4.02540  0.20074  5.48244
H  -2.55712  1.16519  5.43086
H  -2.00385  0.45915  3.07533
H  -3.77447  0.72822  3.03072
H  -2.51294  -1.70462  2.51267
H  -4.07784  -1.69012  3.30423
H  -1.20623  -0.62371  5.68093
H  -2.68130  -1.19229  6.49934
C  -0.56178  -0.51473  0.20345
C  -1.92103  -0.34448  -0.42009
C  -1.70411  0.56163  -1.60690
O  -0.45833  0.11116  -2.06361
C  0.33814  -0.24857  -1.01000
H  -0.40109  -1.50418  0.63155
H  -0.33393  0.14790  1.03838
H  -2.65697  0.09808  0.25121
H  -2.37889  -1.31373  -0.61760
H  -1.74561  1.64036  -1.45619
H  -2.53480  0.21220  -2.22006
H  1.03095  0.56598  -0.79878
H  0.95843  -1.07409  -1.35911
Br  3.67743  -0.43560  -0.58605
C  4.86860  1.08926  -1.01673
C  6.29243  0.42786  -1.14514
Br  7.63463  1.82330  -1.64790
H  4.89760  1.78788  -0.18055
H  4.52273  1.51407  -1.95907
H  6.25128  -0.29708  -1.95807
H  6.56449  0.03628  -0.16497
Br  0.21095  -3.72127  -0.79378
C  0.15127  -3.81369  -2.79945
C  1.60621  -3.41530  -3.17815
Br  1.66122  -3.23717  -5.09942
H  -0.57722  -3.09909  -3.18252
H  -0.22612  -4.82172  -2.97132
H  2.26815  -4.23845  -2.90913
H  1.91771  -2.50686  -2.66260



Formula: C19H35Cl2FIN7O11P
Source: the Open Molecules 2025 dataset
Level of theory: ωB97M-V with the def2-TZVPD basis set

Gap between HOMO and LUMO, eV: 6.3
Net charge: +1

Positions of all 77 atoms, in Å:
C  -0.88600  7.14656  3.50410
C  -0.11511  6.14016  2.50676
O  0.65896  6.55706  1.61428
O  -0.33796  4.75020  2.74884
C  -0.97678  4.12182  1.59031
C  -0.66478  2.55919  1.70789
C  -1.38621  1.67762  0.53603
C  -0.37072  0.96596  -0.44134
C  -0.06447  1.63231  -1.79278
F  -0.67415  2.81433  -2.21776
C  0.92575  0.90410  -2.66618
P  1.27953  1.69265  -4.39730
N  1.31488  3.44280  -4.29484
O  -0.05961  1.13895  -5.36277
N  1.65119  -0.25921  -2.45936
N  1.32054  -0.77366  -1.27842
C  2.10571  -2.04951  -1.01612
C  3.25622  -1.72387  0.08757
C  4.68618  -2.32629  -0.36243
I  4.59731  -4.51627  -0.58737
C  0.42022  -0.34102  -0.29913
C  0.15360  -1.16526  1.04402
Cl  0.79682  -0.27534  2.54853
C  -1.42294  -1.49975  1.29276
C  -1.57971  -2.91100  2.09499
Cl  -2.38290  -1.68709  -0.24856
H  -0.41519  6.97960  4.54040
H  -1.96471  6.73904  3.55281
H  -0.84160  8.22842  3.16250
H  -0.66979  4.59112  0.59973
H  -2.12207  4.25972  1.67253
H  -0.92559  2.20509  2.75487
H  0.46330  2.39702  1.53984
H  -1.92268  2.47957  -0.10307
H  -2.22731  1.02565  0.93984
H  1.78611  3.80219  -3.45669
H  1.70635  3.82343  -5.16692
H  -0.54871  0.47473  -4.81548
H  1.41676  -2.90858  -0.68302
H  2.65579  -2.42716  -1.93477
H  3.39725  -0.57569  0.08399
H  2.96500  -2.02685  1.14520
H  4.91441  -1.84512  -1.38469
H  5.48985  -2.07823  0.40536
H  0.64788  -2.18148  1.11036
H  -1.84794  -0.72209  2.02802
H  -1.80444  -2.75145  3.19891
H  -0.68960  -3.60477  1.95464
H  -2.50752  -3.43120  1.65636
C  -6.74405  -3.17919  0.44312
N  -5.74976  -2.48108  1.29930
O  -5.08376  -3.16668  2.05937
O  -5.67326  -1.26869  1.17775
H  -6.70275  -4.24573  0.65627
H  -7.72631  -2.77501  0.68423
H  -6.47903  -2.98268  -0.59486
C  7.02062  -1.90896  4.30400
N  6.97410  -2.17446  2.84237
O  5.95762  -2.68639  2.39455
O  7.95540  -1.86167  2.19492
H  6.08358  -2.23669  4.74990
H  7.85975  -2.46994  4.71307
H  7.15819  -0.83692  4.43875
C  -0.58693  5.00334  -7.37011
N  0.66178  4.45941  -7.96544
O  1.71280  5.00056  -7.65570
O  0.54304  3.51129  -8.71920
H  -0.33128  5.84041  -6.72322
H  -1.22615  5.32987  -8.18923
H  -1.05412  4.20228  -6.79835
C  -3.45349  -6.98221  2.82164
N  -3.31820  -6.54699  1.40715
O  -2.22992  -6.12355  1.05075
O  -4.30833  -6.64509  0.70429
H  -2.49947  -6.83912  3.32531
H  -4.22835  -6.36958  3.28083
H  -3.73282  -8.03494  2.81609



Formula: C19H35CuN3O10
Source: the Open Molecules 2025 dataset
Level of theory: ωB97M-V with the def2-TZVPD basis set

Gap between HOMO and LUMO (spin up / spin down), eV: 3.7 / 3.7
2S+1: 2
Net charge: -2
ΔE to the lowest compared entry with this formula, charge and spin, kJ/mol: 56.17

Positions of all 68 atoms, in Å:
Cu  0.56598  -0.36645  -0.23725
C  2.70424  -1.77821  -0.81445
O  1.96282  -1.48338  -1.80073
O  2.14138  -1.87921  0.34814
O  3.94742  -1.85741  -0.85879
C  5.07235  2.48423  1.75662
C  4.11828  1.46861  1.40023
C  2.92843  1.91035  0.46991
O  1.99821  1.11354  0.21157
C  3.01827  3.19102  -0.18554
C  4.02734  4.08750  0.18039
C  5.07550  3.73636  1.20746
O  5.90593  4.60165  1.67636
O  3.98060  5.25277  -0.31535
O  4.19885  0.33403  1.86899
H  5.85371  2.19075  2.44352
H  2.15497  3.42514  -0.79436
C  -0.82589  -3.62557  1.18420
C  -0.73969  -3.32644  -0.31741
C  -1.64749  -4.27767  -1.13088
O  -1.56257  -4.00170  -2.52412
C  -2.00416  -5.09451  -3.28962
N  -1.11513  -1.92706  -0.59871
H  -1.82126  -3.63361  1.63240
H  -0.25529  -2.86559  1.72385
H  -0.22970  -4.52115  1.36898
H  0.27518  -3.56811  -0.63352
H  -2.66833  -4.22113  -0.73940
H  -1.18596  -5.25587  -0.95203
H  -2.11215  -4.68171  -4.29929
H  -3.01062  -5.45441  -3.05994
H  -1.27711  -5.90007  -3.41543
H  -2.05874  -1.85735  -0.21228
H  -1.28449  -1.93061  -1.60498
C  -0.93860  3.05406  -1.40924
C  -1.11626  1.68193  -2.03988
C  -1.71974  1.75377  -3.44617
O  -3.08011  2.19126  -3.39249
C  -3.45044  2.62860  -4.66749
N  0.12727  0.94682  -1.94576
H  -0.25961  2.99265  -0.55668
H  -1.90703  3.49897  -1.17919
H  -0.41535  3.76050  -2.06388
H  -1.91707  1.11376  -1.54197
H  -1.68411  0.78042  -3.94827
H  -1.06385  2.42733  -4.01467
H  -3.10031  2.01975  -5.50598
H  -3.08721  3.64385  -4.89426
H  -4.52789  2.79521  -4.75413
H  0.25313  0.38610  -2.79096
H  0.94724  1.54975  -2.01654
C  -0.90359  2.26417  2.76513
C  -0.16253  0.93109  2.87834
C  -0.45813  0.23464  4.22186
O  0.23083  -1.02007  4.12444
C  -0.26411  -2.05009  4.96617
N  -0.55262  0.06183  1.74879
H  -0.54299  3.03293  3.45094
H  -1.98476  2.10537  2.81364
H  -0.70338  2.74019  1.80185
H  0.89419  1.17852  2.76850
H  -1.49728  -0.10697  4.31231
H  -0.11627  0.84063  5.06474
H  0.47840  -2.83012  5.09060
H  -1.22648  -2.48062  4.66556
H  -0.49284  -1.55123  5.91528
H  -1.57386  -0.00149  1.77683
H  -0.31549  -0.86220  2.11406



Formula: C19H35FN5O4S3
Source: the Open Molecules 2025 dataset
Level of theory: ωB97M-V with the def2-TZVPD basis set

Gap between HOMO and LUMO, eV: 7.5
Net charge: -1
ΔE to the lowest compared entry with this formula, charge and spin, kJ/mol: 13.62

Positions of all 67 atoms, in Å:
C  2.00446  2.47897  0.92625
C  2.50162  1.08916  0.50164
S  2.86665  1.11144  -1.28604
C  4.64629  0.91374  -1.29211
S  5.54301  2.46547  -1.08243
O  5.07513  3.33536  -2.12816
O  5.29619  2.94270  0.25576
N  7.06188  2.01880  -1.40813
S  8.04537  1.81559  -0.18041
O  8.38527  2.99583  0.53575
O  9.13676  0.99619  -0.59772
F  7.24916  0.90809  0.85600
H  1.26652  2.80013  0.20445
H  2.84422  3.16599  0.82657
H  1.59732  2.48218  1.93645
H  3.41584  0.84836  1.04136
H  1.74739  0.32197  0.67432
H  4.95923  0.52730  -2.25871
H  5.00482  0.25767  -0.49967
C  -1.95386  -1.85645  0.85046
C  -2.08638  -0.47998  1.48724
C  -2.30214  0.60837  0.43130
C  -1.15703  0.68011  -0.47351
N  -0.29632  0.67711  -1.23389
H  -1.08064  -1.89238  0.20547
H  -1.82846  -2.62229  1.61073
H  -2.83128  -2.11109  0.25205
H  -1.18610  -0.26496  2.06604
H  -2.92331  -0.46015  2.18828
H  -2.44962  1.57458  0.91260
H  -3.19914  0.39858  -0.15597
C  0.65030  -2.67476  -3.85948
C  1.27803  -2.12012  -2.58589
C  1.54636  -3.20479  -1.53608
C  0.31458  -3.81691  -1.03647
N  -0.65353  -4.26677  -0.61143
H  -0.33244  -3.10938  -3.66360
H  0.52089  -1.87970  -4.59348
H  1.28040  -3.44701  -4.30748
H  0.63751  -1.34664  -2.16283
H  2.22663  -1.63977  -2.82563
H  2.07858  -2.76633  -0.68953
H  2.18933  -3.98602  -1.94663
C  -4.08150  -6.34663  3.68595
C  -4.25449  -5.93313  2.22888
C  -3.71334  -4.53021  1.93868
C  -4.45668  -3.49123  2.64919
N  -5.04255  -2.67464  3.20497
H  -4.64791  -5.69513  4.35337
H  -4.43509  -7.36655  3.83893
H  -3.03148  -6.30728  3.98145
H  -5.31024  -5.98612  1.95571
H  -3.72386  -6.63865  1.58767
H  -3.77224  -4.32426  0.86963
H  -2.66022  -4.47021  2.21060
C  -2.26672  7.22820  -0.41305
C  -2.47027  6.09235  -1.40856
C  -2.76352  4.75137  -0.72866
C  -1.63225  4.28023  0.06723
N  -0.73378  3.89579  0.67048
H  -1.39749  7.04775  0.22065
H  -2.10497  8.17002  -0.93711
H  -3.14061  7.34712  0.23111
H  -1.58744  5.99648  -2.04213
H  -3.30883  6.33241  -2.06541
H  -2.99140  3.99579  -1.48346
H  -3.64308  4.83662  -0.08694



Formula: C19H36AsMnNO6P2
Source: the Open Molecules 2025 dataset
Level of theory: ωB97M-V with the def2-TZVPD basis set

Gap between HOMO and LUMO (spin up / spin down), eV: 6.9 / 6.5
2S+1: 2
ΔE to the lowest compared entry with this formula, charge and spin, kJ/mol: 0.00

Positions of all 66 atoms, in Å:
Mn  0.01696  -0.10114  0.47726
O  3.06797  1.03448  -3.31439
C  2.34254  0.80530  -2.19885
O  1.41593  1.50825  -1.88982
C  2.82632  -0.36730  -1.43061
C  3.96780  -1.03911  -1.83290
C  4.43381  -2.09294  -1.06170
C  3.74243  -2.41847  0.08288
C  2.59708  -1.69538  0.40366
N  2.13273  -0.69431  -0.33645
C  1.81932  -2.05488  1.65444
O  2.27352  -2.92224  2.38921
O  0.75907  -1.37173  1.82049
H  2.68713  1.82651  -3.72095
H  4.47809  -0.72758  -2.73220
H  5.32283  -2.63711  -1.35228
H  4.03411  -3.21771  0.74931
C  2.63085  1.57186  2.30316
P  0.88804  1.64177  1.76442
C  0.74098  3.33891  1.10518
C  -0.02767  1.74043  3.34867
C  -1.51422  1.59861  3.01717
P  -1.74963  0.07268  2.00073
C  -1.92833  -1.19335  3.30058
C  -3.47586  0.29535  1.44884
H  2.88992  2.37787  2.99131
H  3.27576  1.62847  1.42415
H  2.80551  0.61164  2.79170
H  0.98355  4.09310  1.85628
H  -0.27392  3.48276  0.73572
H  1.41852  3.43833  0.25550
H  0.19375  2.65721  3.90062
H  0.30809  0.89177  3.95241
H  -1.84704  2.44030  2.40149
H  -2.13682  1.58012  3.91466
H  -2.62954  -0.86589  4.07028
H  -0.95174  -1.40255  3.73535
H  -2.29030  -2.11719  2.85025
H  -4.12756  0.57886  2.27792
H  -3.83758  -0.63572  1.01211
H  -3.49616  1.07022  0.68379
C  -0.96046  0.15495  -3.46197
As  -1.53289  1.44901  -2.16792
C  -3.45389  1.40593  -2.27129
C  -1.04647  3.19115  -2.83211
O  -1.12202  1.31060  -0.56470
H  -1.51061  0.32495  -4.38790
H  -1.14159  -0.82499  -3.02826
H  0.10577  0.27006  -3.62868
H  -3.79042  1.70718  -3.26316
H  -3.85813  2.08628  -1.52424
H  -3.78782  0.39172  -2.05876
H  -1.06019  3.19317  -3.92197
H  -0.04490  3.40484  -2.46991
H  -1.74844  3.93307  -2.45718
C  0.28178  -3.58025  -1.13695
C  -0.94889  -2.67930  -0.99862
C  -1.77883  -3.13134  0.20096
O  -0.63094  -1.33222  -0.95957
H  -0.01163  -4.60337  -1.39055
H  0.84428  -3.62308  -0.20090
H  0.93707  -3.20011  -1.92502
H  -1.56388  -2.86381  -1.90449
H  -1.18104  -3.02854  1.10958
H  -2.08889  -4.17577  0.10479
H  -2.67323  -2.51035  0.28945



One value per record, in order, for F_max: 2.5; 3.3; 5.3; 3.7; 1.4; 0.5 eV Å⁻¹.